{
  "formula": "C5H21Br4N3O3",
  "method": "ωB97M-V with the def2-TZVPD basis set",
  "energy_ev": -296300.479,
  "spin_multiplicity": 2,
  "total_charge": 1,
  "homo_lumo_gap_ev": [3.42, 9.63],
  "relative_energy_kj_mol": 10.0,
  "e_lumo_ev": [-2.9, -2.9],
  "s2": 0.750,
  "elements": ["N", "H", "H", "H", "H", "N", "H", "H", "H", "H", "N", "H", "H", "H", "H", "O", "C", "O", "O", "H", "Br", "C", "C", "Br", "H", "H", "H", "H", "Br", "C", "C", "Br", "H", "H", "H", "H"],
  "xyz": [[-0.205, -2.967, -0.208], [-0.905, -2.809, -0.919], [-0.466, -3.722, 0.409], [-0.252, -2.127, 0.352], [0.702, -2.999, -0.650], [0.746, 2.493, 3.067], [-0.108, 2.015, 2.816], [0.802, 2.485, 4.075], [0.888, 3.373, 2.592], [1.515, 1.932, 2.729], [1.054, -1.315, 4.248], [1.994, -0.986, 4.083], [0.925, -2.273, 4.541], [0.649, -1.256, 3.325], [0.574, -0.718, 4.906], [-1.428, -0.330, 0.146], [-0.981, -0.193, 1.403], [-0.148, -1.005, 1.872], [-1.148, 0.920, 1.943], [-1.814, 0.548, 0.123], [2.942, -1.606, -2.443], [2.750, 0.276, -1.822], [1.470, 0.569, -1.039], [1.211, 2.509, -0.891], [2.770, 0.884, -2.726], [3.621, 0.563, -1.233], [1.383, 0.162, -0.031], [0.636, 0.073, -1.535], [-1.879, -1.367, -2.766], [-2.786, 0.050, -3.940], [-2.156, 1.446, -3.680], [-2.271, 1.945, -1.768], [-3.857, 0.005, -3.742], [-2.651, -0.231, -4.985], [-2.493, 2.211, -4.379], [-1.084, 1.446, -3.875]],
  "mulliken_charge": [-0.098, 0.128, 0.428, 0.057, 0.324, -0.845, 0.181, 0.651, 0.385, 0.350, -1.243, 0.777, 0.484, -0.102, 0.542, -0.212, 0.607, -0.553, -0.864, 0.047, -0.220, -0.597, -0.163, -0.166, 0.420, 0.421, 0.212, -0.001, -0.157, -0.543, -0.615, -0.123, 0.363, 0.386, 0.430, 0.307]
}

***

{
  "formula": "C5H21N3O3",
  "method": "ωB97M-V with the def2-TZVPD basis set",
  "energy_ev": -16138.398,
  "spin_multiplicity": 1,
  "homo_lumo_gap_ev": 9.17,
  "relative_energy_kj_mol": 0.0,
  "smiles": "NCCCNCCN.O.O.O",
  "e_lumo_ev": 0.3,
  "elements": ["N", "C", "C", "C", "N", "C", "C", "N", "H", "H", "H", "H", "H", "H", "H", "H", "H", "H", "H", "H", "H", "H", "H", "O", "H", "H", "O", "H", "H", "O", "H", "H"],
  "xyz": [[2.749, -0.933, -0.256], [2.224, 0.315, 0.286], [2.108, 1.366, -0.806], [0.949, 1.142, -1.770], [-0.374, 1.405, -1.151], [-1.427, 0.458, -1.518], [-2.516, 0.316, -0.447], [-2.088, -0.432, 0.761], [2.520, -1.698, 0.363], [2.317, -1.158, -1.145], [1.286, 0.194, 0.833], [2.945, 0.673, 1.037], [3.023, 1.431, -1.408], [2.038, 2.363, -0.359], [1.001, 0.127, -2.184], [1.011, 1.830, -2.616], [-0.284, 1.473, -0.148], [-1.900, 0.855, -2.425], [-1.036, -0.531, -1.799], [-2.828, 1.323, -0.170], [-3.373, -0.194, -0.895], [-1.529, 0.190, 1.345], [-2.903, -0.679, 1.315], [0.090, -2.643, 2.277], [-0.483, -1.863, 2.100], [-0.238, -3.292, 1.628], [-0.816, -2.942, -0.321], [-1.341, -2.145, -0.091], [0.054, -2.574, -0.544], [-0.647, 1.658, 2.506], [0.094, 2.150, 2.142], [-0.625, 1.812, 3.459]],
  "mulliken_charge": [-0.678, -0.020, -0.988, -0.463, -0.318, -0.272, -0.861, -0.410, 0.321, 0.233, 0.110, 0.305, 0.376, 0.335, 0.225, 0.332, 0.182, 0.309, 0.230, 0.403, 0.420, 0.082, 0.203, -0.678, 0.330, 0.366, -0.749, 0.393, 0.322, -0.606, 0.286, 0.283]
}

***

{
  "formula": "C5H21N3O5",
  "method": "ωB97M-V with the def2-TZVPD basis set",
  "energy_ev": -20218.869,
  "spin_multiplicity": 1,
  "total_charge": 2,
  "homo_lumo_gap_ev": 11.24,
  "e_lumo_ev": -5.5,
  "elements": ["C", "C", "C", "C", "N", "C", "N", "N", "H", "H", "H", "H", "H", "H", "H", "H", "H", "H", "H", "H", "H", "O", "H", "H", "O", "H", "H", "O", "H", "H", "O", "H", "H", "O"],
  "xyz": [[-1.568, -0.145, 0.133], [-0.261, -0.280, 0.872], [-0.243, -1.335, 1.909], [-0.080, -2.687, 1.823], [-0.277, -3.139, 3.100], [-0.400, -2.147, 3.952], [-0.510, -1.013, 3.250], [-1.391, 0.722, -1.177], [-1.925, -1.092, -0.270], [-2.449, 0.297, 0.606], [0.157, 0.638, 1.342], [0.600, -0.339, 0.195], [0.348, -3.208, 0.979], [-0.174, -4.090, 3.424], [-0.418, -2.304, 5.025], [-0.778, -0.107, 3.605], [-1.559, 1.660, -0.841], [-2.064, 0.280, -1.814], [-0.391, 0.576, -1.503], [4.729, 0.260, 0.356], [3.757, 1.334, 0.394], [3.777, 0.380, 0.265], [2.892, 3.788, -1.703], [3.483, 2.827, -0.683], [2.651, 3.104, -1.069], [1.973, 0.843, -1.455], [1.008, 0.237, -2.595], [1.269, 0.239, -1.685], [-4.675, -0.601, -1.854], [-3.610, -1.104, -2.830], [-3.722, -0.692, -1.964], [-0.400, 1.981, -3.837], [0.057, 3.024, -2.868], [0.193, 2.093, -3.083]],
  "mulliken_charge": [-0.680, -0.326, 0.028, -0.467, -0.002, -0.231, -0.024, -0.145, 0.451, 0.453, 0.291, 0.293, 0.438, 0.242, 0.428, 0.262, 0.377, 0.400, 0.381, 0.320, 0.282, -0.582, 0.327, 0.266, -0.595, 0.292, 0.288, -0.757, 0.297, 0.305, -0.635, 0.299, 0.295, -0.569]
}

***

{
  "formula": "C5H21NO5",
  "method": "ωB97M-V with the def2-TZVPD basis set",
  "energy_ev": -17251.892,
  "spin_multiplicity": 1,
  "homo_lumo_gap_ev": 8.20,
  "relative_energy_kj_mol": 174.7,
  "smiles": "CCC/C=C/N.O.O.O.O.O",
  "e_lumo_ev": 0.5,
  "elements": ["C", "C", "C", "C", "C", "N", "H", "H", "H", "H", "H", "H", "H", "H", "H", "H", "H", "O", "H", "H", "O", "H", "H", "O", "H", "H", "O", "H", "H", "O", "H", "H"],
  "xyz": [[-2.358, 2.030, -0.502], [-1.402, 2.366, -1.646], [-0.199, 1.464, -1.850], [0.959, 1.415, -0.887], [1.073, 1.921, 0.322], [2.251, 2.021, 1.080], [-3.162, 2.755, -0.375], [-1.787, 2.049, 0.409], [-3.002, 1.197, -0.726], [-2.148, 2.328, -2.471], [-1.061, 3.391, -1.332], [-0.488, 0.468, -2.138], [0.251, 1.823, -2.776], [1.800, 0.940, -1.331], [0.287, 2.448, 0.889], [3.132, 1.937, 0.576], [2.445, 2.652, 1.844], [-2.491, -1.842, -0.029], [-1.844, -2.054, -0.717], [-2.379, -2.578, 0.571], [-0.399, -2.792, -1.163], [0.331, -2.950, -0.578], [-0.088, -3.013, -2.056], [1.620, -1.670, 2.062], [1.798, -1.207, 2.899], [0.702, -2.021, 2.017], [2.200, -1.139, -0.551], [1.552, -0.918, 0.132], [2.809, -1.863, -0.312], [-1.051, -1.588, 2.302], [-0.820, -0.696, 2.542], [-1.869, -1.583, 1.786]],
  "mulliken_charge": [-1.103, -0.414, -0.482, -0.588, 0.074, -0.506, 0.386, 0.179, 0.306, 0.311, 0.212, 0.332, 0.312, 0.341, 0.215, 0.198, 0.205, -0.678, 0.427, 0.288, -0.597, 0.277, 0.283, -0.628, 0.252, 0.405, -0.617, 0.375, 0.289, -0.679, 0.289, 0.338]
}

***

{
  "formula": "C5H21NO5S",
  "method": "ωB97M-V with the def2-TZVPD basis set",
  "energy_ev": -28085.908,
  "spin_multiplicity": 1,
  "homo_lumo_gap_ev": 9.06,
  "relative_energy_kj_mol": 232.2,
  "smiles": "C[C@@H](CCS)NCO.O.O.O.O",
  "e_lumo_ev": -0.2,
  "elements": ["C", "C", "C", "C", "S", "N", "C", "O", "H", "H", "H", "H", "H", "H", "H", "H", "H", "H", "H", "H", "H", "O", "H", "H", "O", "H", "H", "O", "H", "H", "O", "H", "H"],
  "xyz": [[-0.363, -1.319, 1.387], [-0.126, -0.171, 0.447], [-1.278, 0.776, 0.489], [-1.019, 2.141, -0.132], [-1.147, 3.468, 1.149], [1.269, 0.463, 0.704], [2.297, -0.285, -0.112], [2.455, -1.553, 0.451], [-0.408, -1.053, 2.507], [-1.353, -1.783, 1.199], [0.357, -2.168, 1.175], [0.005, -0.536, -0.619], [-1.611, 0.824, 1.503], [-2.207, 0.221, 0.031], [-0.059, 2.158, -0.664], [-1.848, 2.276, -0.839], [-0.130, 3.007, 1.905], [1.586, 0.284, 1.694], [3.276, 0.112, 0.093], [1.966, -0.464, -1.178], [1.715, -1.945, 0.962], [-3.267, -1.656, 0.090], [-4.023, -1.190, -0.034], [-2.830, -1.679, -0.715], [-1.367, -1.042, -2.506], [-0.790, -0.209, -2.369], [-2.214, -0.514, -2.397], [1.154, -1.835, -2.732], [1.630, -1.808, -1.838], [0.181, -1.954, -2.682], [3.091, 2.710, 1.163], [2.485, 2.028, 1.568], [2.576, 2.697, 0.301]],
  "mulliken_charge": [-1.462, 1.294, -0.507, -0.763, -0.222, -0.331, -0.445, -0.610, 0.333, 0.403, 0.398, -0.817, 0.631, -0.181, 0.314, 0.393, 0.105, 0.428, 0.245, 0.379, 0.239, -0.578, 0.272, 0.306, -0.739, 0.344, 0.342, -0.677, 0.472, 0.379, -0.657, 0.391, 0.319]
}

***

{
  "formula": "C5H21NO6",
  "method": "ωB97M-V with the def2-TZVPD basis set",
  "energy_ev": -19299.666,
  "spin_multiplicity": 1,
  "homo_lumo_gap_ev": 9.64,
  "relative_energy_kj_mol": 162.9,
  "smiles": "C[C@H](NCO)[C@@H](C)O.O.O.O.O",
  "e_lumo_ev": 0.4,
  "elements": ["C", "C", "N", "C", "O", "C", "C", "O", "H", "H", "H", "H", "H", "H", "H", "H", "H", "H", "H", "H", "H", "O", "H", "H", "O", "H", "H", "O", "H", "H", "O", "H", "H"],
  "xyz": [[-0.236, 0.830, -0.861], [-0.009, 1.354, 0.600], [1.209, 0.751, 1.155], [2.373, 1.595, 1.050], [2.597, 2.168, -0.232], [-1.218, 0.879, 1.457], [-2.485, 1.698, 1.236], [-1.510, -0.429, 0.940], [0.170, 1.509, -1.598], [-1.273, 0.643, -1.107], [0.347, -0.077, -0.910], [0.045, 2.437, 0.556], [1.420, -0.079, 0.627], [2.313, 2.422, 1.763], [3.242, 0.993, 1.251], [2.355, 3.087, -0.350], [-0.972, 0.715, 2.507], [-2.807, 1.442, 0.226], [-2.480, 2.790, 1.210], [-3.264, 1.494, 1.973], [-2.213, -0.952, 1.327], [1.052, -2.891, 2.190], [0.794, -2.146, 2.734], [0.380, -3.514, 1.914], [1.893, -0.945, -2.878], [1.585, -0.313, -3.540], [1.211, -1.617, -2.996], [0.244, -3.213, -0.859], [0.463, -2.756, -0.044], [0.387, -2.610, -1.587], [-1.711, -1.467, -2.745], [-2.032, -2.241, -3.213], [-1.871, -1.558, -1.798]],
  "mulliken_charge": [-1.196, 0.436, -0.371, -0.513, -0.549, -0.245, -1.312, -0.427, 0.404, 0.268, 0.229, 0.427, 0.218, 0.349, 0.345, 0.316, 0.415, 0.305, 0.334, 0.357, 0.265, -0.660, 0.316, 0.320, -0.609, 0.320, 0.303, -0.649, 0.384, 0.231, -0.617, 0.301, 0.305]
}

***

Which formula does entry 5 have?
C5H21NO5S